# 1
This record from the OMol25 dataset describes a molecular structure, C46H59As3BBrCuN7. The level of theory is ωB97M-V/def2-TZVPD.

For the energy above the lowest of the compared OMol25 structures with the same formula, charge and spin, the calculation gives 0.0 kcal per mole. The highest occupied orbital energy (alpha / beta) is -10.2 / -10.2 eV. As for the LUMO energy (alpha / beta): -2.45 / -3.84 eV. As for the expectation value of S²: 0.75. As for the HOMO-LUMO gap (alpha / beta): 7.74 / 6.34 eV. The energy comes out at -13118.140177 Eh.

```
! RIJCOSX wB97M-V def2-TZVPD def2/J DEFGRID3
* xyz 1 2
Cu -0.1187 1.1525 0.9567
C -4.8633 1.6733 -1.2520
C -3.3772 1.7859 -1.2893
C -2.5644 2.1906 -2.3262
C -1.2588 2.1351 -1.8308
N -1.2834 1.7034 -0.5661
N -2.5876 1.4990 -0.2403
B -3.0096 1.2808 1.2314
N -2.3457 2.4125 2.0662
N -1.0076 2.6511 1.9930
C -0.7424 3.7017 2.7717
C -1.9394 4.1807 3.3174
C -2.9295 3.3369 2.8522
C -4.3955 3.3711 3.1216
C 0.6279 4.1653 3.0496
C 0.8927 4.8231 4.2497
C 2.1814 5.2219 4.5679
C 3.2275 4.9643 3.6935
C 2.9740 4.3124 2.4947
C 1.6837 3.9197 2.1763
N -2.5634 -0.1199 1.6924
N -1.2516 -0.4758 1.6926
C -1.1990 -1.7632 2.0304
C -2.4918 -2.2448 2.2594
C -3.3327 -1.1732 2.0321
C -4.8208 -1.1190 2.1222
C 0.0473 -2.5535 2.1057
C 0.1136 -3.7745 1.4354
C 1.2435 -4.5726 1.5261
C 2.3358 -4.1545 2.2735
C 2.2736 -2.9495 2.9571
C 1.1332 -2.1627 2.8837
C -0.0691 2.6177 -2.5495
C 0.0122 2.4660 -3.9329
C 1.0428 3.0609 -4.6447
C 2.0070 3.8084 -3.9821
C 1.9359 3.9586 -2.6042
C 0.8991 3.3717 -1.8951
H -5.2592 1.7796 -2.2598
H -5.3055 2.4505 -0.6279
H -5.1799 0.7082 -0.8569
H -2.8702 2.5208 -3.3040
H -4.1923 1.3702 1.3244
H -2.0726 5.0337 3.9600
H -4.6147 4.1556 3.8423
H -4.7467 2.4226 3.5272
H -4.9598 3.5741 2.2113
H 0.0860 5.0094 4.9471
H 2.3699 5.7308 5.5039
H 4.2337 5.2735 3.9429
H 3.7826 4.1157 1.8019
H 1.4990 3.4131 1.2403
H -2.7694 -3.2377 2.5703
H -5.2013 -2.1034 2.3863
H -5.2684 -0.8228 1.1733
H -5.1529 -0.4095 2.8804
H -0.7362 -4.1106 0.8548
H 1.2689 -5.5262 1.0164
H 3.2192 -4.7757 2.3412
H 3.1037 -2.6334 3.5769
H 1.0671 -1.2617 3.4768
H -0.7405 1.8859 -4.4534
H 1.0922 2.9422 -5.7191
H 2.8056 4.2798 -4.5393
H 2.6718 4.5590 -2.0844
H 0.7951 3.5511 -0.8349
C 2.9247 0.7600 -2.7726
As 2.1207 -0.1521 -1.2446
C 3.8619 -0.6420 -0.4541
C 1.8526 -1.9768 -1.9715
C 0.8396 -2.3016 -3.1026
C 0.4754 -1.0562 -3.9201
C -0.4453 -2.9479 -2.5654
As -1.7681 -1.7860 -1.6684
C -2.9794 -3.2631 -1.2051
C -2.8069 -1.2714 -3.2598
C 1.5151 -3.2714 -4.1013
As 2.0661 -5.1457 -3.7508
C 0.3168 -6.0320 -3.6122
C 2.5085 -5.1679 -1.8399
H 3.4893 0.0434 -3.3699
H 3.6065 1.5170 -2.3859
H 2.1765 1.2487 -3.3862
H 4.5364 -0.9394 -1.2567
H 3.7437 -1.4783 0.2369
H 4.3114 0.1992 0.0739
H 1.6487 -2.5924 -1.0914
H 2.8546 -2.2511 -2.3112
H 0.0645 -0.2635 -3.2855
H -0.2771 -1.3079 -4.6702
H 1.3440 -0.6549 -4.4431
H -0.1988 -3.7321 -1.8454
H -0.9800 -3.4275 -3.3910
H -3.1616 -3.8866 -2.0819
H -3.9278 -2.8632 -0.8471
H -2.5477 -3.8730 -0.4146
H -2.8608 -2.1061 -3.9608
H -2.3765 -0.4051 -3.7560
H -3.8170 -1.0148 -2.9390
H 2.4259 -2.7931 -4.4744
H 0.8630 -3.3779 -4.9756
H -0.2873 -5.7777 -4.4831
H -0.2280 -5.7671 -2.7076
H 0.4850 -7.1083 -3.6233
H 3.3999 -4.5725 -1.6462
H 2.7322 -6.2042 -1.5827
H 1.6946 -4.8162 -1.2100
Br 4.2252 0.8367 6.0025
C 3.0206 0.8701 4.5669
C 1.6675 1.0721 4.7955
C 0.8192 1.1064 3.7093
N 1.2469 0.9562 2.4503
C 2.5469 0.7439 2.2472
C 3.4723 0.6909 3.2709
H 1.2782 1.2022 5.7945
H -0.2438 1.2506 3.8450
H 2.8500 0.6144 1.2228
H 4.5167 0.5191 3.0543
*
```

# 2
This record from the OMol25 dataset describes a molecular structure, C46H59As3IrN3P2. The level of theory is ωB97M-V/def2-TZVPD.

For the energy above the lowest of the compared OMol25 structures with the same formula, charge and spin, the calculation gives 0.0 kcal per mole. The highest occupied orbital energy (alpha / beta) is -10.4 / -12.0 eV. As for the LUMO energy (alpha / beta): -4.01 / -8.08 eV. As for the expectation value of S²: 6.02. As for the HOMO-LUMO gap (alpha / beta): 6.42 / 3.96 eV. The energy comes out at -9446.313843 Eh.

```
! RIJCOSX wB97M-V def2-TZVPD def2/J DEFGRID3
* xyz 2 5
Ir 0.5539 0.5511 -0.2459
C 0.1736 1.4390 3.0370
P -0.4706 2.1326 1.4295
C -0.0540 3.8914 1.6434
C 1.3008 4.2269 1.6255
C 1.6963 5.5430 1.7913
C 0.7394 6.5369 1.9631
C -0.6072 6.2079 1.9784
C -1.0075 4.8859 1.8245
C -2.2809 2.0490 1.6048
C -3.0399 2.3696 0.4768
C -4.4228 2.2888 0.5093
C -5.0691 1.8812 1.6694
C -4.3245 1.5708 2.7974
C -2.9380 1.6569 2.7675
C 1.5428 0.9247 2.8095
C 2.7584 0.9683 3.5896
C 3.7239 0.3842 2.8224
C 3.0807 0.0008 1.5852
C 3.5691 -0.6245 0.3341
P 2.6557 0.1480 -1.1017
C 3.0045 -1.0071 -2.4714
C 2.3556 -0.7492 -3.6804
C 2.5798 -1.5490 -4.7888
C 3.4523 -2.6261 -4.7005
C 4.1042 -2.8891 -3.5057
C 3.8882 -2.0809 -2.3967
C 3.6820 1.5756 -1.5815
C 5.0185 1.7490 -1.2309
C 5.7306 2.8369 -1.7140
C 5.1232 3.7470 -2.5677
C 3.7982 3.5700 -2.9393
C 3.0808 2.4924 -2.4440
N 1.7813 0.3298 1.6318
H 0.1099 2.1450 3.8639
H -0.4800 0.5833 3.2494
H 2.0503 3.4547 1.4698
H 2.7480 5.7973 1.7825
H 1.0463 7.5664 2.0892
H -1.3516 6.9803 2.1181
H -2.0604 4.6369 1.8447
H -2.5460 2.6873 -0.4325
H -4.9948 2.5501 -0.3713
H -6.1488 1.8217 1.6982
H -4.8217 1.2786 3.7133
H -2.3895 1.4431 3.6748
H 2.8614 1.3890 4.5768
H 4.7639 0.2396 3.0656
H 4.6536 -0.6176 0.2478
H 3.2389 -1.6713 0.3307
H 1.6731 0.0917 -3.7510
H 2.0791 -1.3305 -5.7227
H 3.6310 -3.2519 -5.5645
H 4.7956 -3.7184 -3.4368
H 4.4253 -2.2999 -1.4835
H 5.5206 1.0450 -0.5805
H 6.7660 2.9685 -1.4302
H 5.6854 4.5903 -2.9455
H 3.3232 4.2705 -3.6137
H 2.0464 2.3466 -2.7338
C 0.3349 -4.5410 3.2163
As 0.4527 -2.6428 2.6951
C 0.5058 -2.0138 4.5564
C -1.4798 -2.1867 2.4419
C -2.3367 -2.6925 1.2587
C -3.7994 -2.4026 1.6342
C -2.0940 -2.0053 -0.0999
As -0.3403 -1.5625 -0.9336
C 0.6939 -3.2210 -0.8779
C -0.9685 -1.8473 -2.7737
C -2.1440 -4.2135 1.1653
As -3.4279 -5.2943 0.1651
C -2.4921 -6.8719 -0.4096
C -4.2855 -4.5781 -1.4050
H -0.5303 -4.7411 3.8498
H 1.2345 -4.7656 3.7899
H 0.3279 -5.2065 2.3537
H -0.2003 -2.5829 5.1614
H 0.2596 -0.9559 4.6361
H 1.5095 -2.1599 4.9527
H -1.5256 -1.0930 2.4240
H -1.9690 -2.5065 3.3677
H -3.9193 -1.3511 1.8964
H -4.1126 -3.0051 2.4909
H -4.4736 -2.6050 0.7978
H -2.5715 -1.0204 -0.0848
H -2.6359 -2.5879 -0.8528
H 0.0468 -4.0696 -1.1042
H 1.1904 -3.3667 0.0752
H 1.4449 -3.1491 -1.6655
H -0.9075 -2.9133 -2.9968
H -0.3463 -1.3063 -3.4850
H -2.0016 -1.5229 -2.8896
H -2.2002 -4.6490 2.1668
H -1.1836 -4.5077 0.7383
H -1.8140 -6.5806 -1.2149
H -3.2002 -7.6117 -0.7762
H -1.9290 -7.2868 0.4236
H -3.5320 -4.1622 -2.0752
H -5.0129 -3.8191 -1.1312
H -4.7907 -5.4107 -1.8925
N 0.4360 4.0299 -1.4392
C -0.5866 3.4510 -2.1071
C -1.4982 4.2478 -2.8314
C -2.5433 3.6453 -3.4798
C -2.6825 2.2566 -3.4071
C -1.7463 1.5616 -2.6812
N -0.7088 2.1167 -2.0360
H 0.5662 5.0244 -1.4414
H 1.1048 3.4568 -0.9550
H -1.3575 5.3200 -2.8646
H -3.2493 4.2418 -4.0424
H -3.4922 1.7404 -3.9014
H -1.8232 0.4895 -2.5837
*
```